Version i
{
  "formula": "H3OS2",
  "method": "the ωB97M-V functional and the def2-TZVPD basis",
  "species": ["O", "H", "S", "S", "H", "H"],
  "coordinates": [[-0.99746, -0.09553, 1.88343], [-0.54565, -0.52316, 1.12876], [0.37443, -1.09943, -0.96358], [1.04710, 0.86464, -1.31781], [-1.88830, 0.11439, 1.51836], [2.00989, 0.73909, -2.24916]],
  "nbo_charge": [-0.992, 0.501, -0.761, -0.277, 0.452, 0.077],
  "gap_ha": 0.2303,
  "total_charge": -1,
  "lumo_ev": 3.754,
  "homo_energy_ev": -2.51
}



Version ii
{
  "formula": "H3OS2",
  "method": "the ωB97M-V functional and the def2-TZVPD basis",
  "species": ["O", "H", "S", "S", "H", "H"],
  "coordinates": [[1.10579, 1.30297, 1.20991], [0.97837, 0.32383, 1.17979], [-1.16763, -1.94652, 0.15745], [-0.27222, -0.44480, -1.01302], [0.36499, 1.44855, 0.59316], [-1.00931, -0.68402, -2.12729]],
  "nbo_charge": [-0.962, 0.478, -0.766, -0.326, 0.475, 0.101],
  "gap_ha": 0.2294,
  "total_charge": -1,
  "lumo_ev": 3.772,
  "homo_energy_ev": -2.47
}



It turns out version i is the most stable, with the second structure 0.234 eV higher.



Version i
{
  "formula": "C20H22O6",
  "method": "the ωB97M-V functional and the def2-TZVPD basis",
  "species": ["C", "C", "C", "C", "C", "C", "C", "O", "C", "O", "C", "C", "C", "C", "C", "C", "O", "C", "C", "O", "C", "O", "C", "C", "O", "C", "H", "H", "H", "H", "H", "H", "H", "H", "H", "H", "H", "H", "H", "H", "H", "H", "H", "H", "H", "H", "H", "H"],
  "coordinates": [[0.45031, 1.49633, -9.39576], [-0.07970, 1.40585, -8.27753], [-0.44667, 1.37681, -6.86722], [0.25408, 2.31532, -5.89485], [-0.41183, 2.36216, -4.41705], [0.63989, 3.09923, -3.47189], [0.24375, 3.73127, -2.13358], [0.24577, 2.69168, -1.10631], [-0.23513, 3.12412, 0.11452], [-0.30599, 4.28229, 0.43426], [-0.09026, 2.24950, 1.25984], [0.60649, 1.05330, 1.05741], [0.64963, -0.16302, 1.98030], [1.45212, -1.33369, 1.71230], [1.46951, -2.36913, 2.55309], [0.77065, -2.29020, 3.79104], [0.97837, -3.31831, 4.60409], [0.46970, -4.51225, 4.19191], [0.89672, -5.67619, 5.00324], [-0.04571, -4.79683, 3.08231], [-0.05830, -1.10091, 4.04857], [-0.57998, -0.94288, 5.32158], [-1.79658, -1.57134, 5.64124], [-2.76114, -2.11741, 4.67496], [-2.10862, -1.82706, 6.74525], [-0.02113, -0.02360, 3.14957], [0.93660, 1.30982, -10.34763], [-1.56334, 1.62860, -6.76336], [-0.31401, 0.28600, -6.59309], [1.33665, 2.00092, -5.85710], [0.16418, 3.30837, -6.31967], [-0.54298, 1.36727, -4.04873], [-1.36474, 2.84501, -4.38754], [1.40872, 2.28118, -3.31230], [1.14348, 3.87768, -4.03562], [-0.79406, 4.19125, -2.14432], [0.81053, 4.60656, -1.81604], [-0.42082, 2.49045, 2.24027], [1.27615, 1.09071, 0.18921], [2.05725, -1.30427, 0.76418], [2.03958, -3.28036, 2.38328], [1.77743, -5.53097, 5.60212], [1.18079, -6.51643, 4.40976], [0.06566, -5.86673, 5.64838], [-3.66030, -2.43197, 5.12074], [-2.23735, -3.01185, 4.22956], [-2.89591, -1.35703, 3.86988], [-0.58944, 0.87074, 3.36675]],
  "nbo_charge": [-0.265, 0.004, -0.489, -0.378, -0.384, -0.423, -0.082, -0.521, 0.740, -0.571, -0.304, -0.116, -0.068, -0.177, -0.224, 0.237, -0.475, 0.785, -0.714, -0.578, 0.319, -0.517, 0.791, -0.721, -0.542, -0.240, 0.244, 0.227, 0.235, 0.207, 0.208, 0.200, 0.201, 0.215, 0.212, 0.189, 0.208, 0.224, 0.222, 0.224, 0.232, 0.232, 0.247, 0.245, 0.250, 0.243, 0.225, 0.225],
  "gap_ha": 0.3044,
  "lumo_ev": -0.488,
  "homo_energy_ev": -8.77
}



Version ii
{
  "formula": "C20H22O6",
  "method": "the ωB97M-V functional and the def2-TZVPD basis",
  "species": ["C", "O", "C", "C", "C", "O", "C", "C", "C", "C", "C", "C", "C", "C", "C", "O", "O", "C", "C", "C", "C", "C", "C", "O", "C", "O", "H", "H", "H", "H", "H", "H", "H", "H", "H", "H", "H", "H", "H", "H", "H", "H", "H", "H", "H", "H", "H", "H"],
  "coordinates": [[-3.65672, -0.16538, 0.88624], [-2.26136, -0.46629, 0.80643], [-1.49790, 0.54440, 0.28330], [-1.50726, 0.79299, -1.09983], [-2.21328, -0.09910, -2.07673], [-2.67612, 0.64218, -3.19650], [-1.16389, -1.08332, -2.50969], [-1.75894, -2.34099, -3.09545], [-0.61032, -3.26630, -3.60455], [-2.56274, -3.13347, -2.08263], [-0.68456, 1.80590, -1.59315], [0.14351, 2.56898, -0.75469], [0.08868, 2.29974, 0.61599], [-0.71415, 1.34408, 1.17415], [-0.72922, 1.17363, 2.65755], [-1.81725, 1.37338, 3.22268], [0.36852, 0.66663, 3.24448], [1.62875, 1.02574, 2.81770], [2.66878, 0.26388, 3.31313], [4.01361, 0.52850, 2.99686], [5.06235, -0.41922, 3.52888], [4.31401, 1.70195, 2.28738], [3.30177, 2.51260, 1.81583], [3.56816, 3.64202, 1.14669], [1.94676, 2.14978, 1.98846], [0.98496, 2.93280, 1.44816], [-3.86877, 0.89024, 0.84327], [-4.20377, -0.66564, 0.08877], [-4.03898, -0.51157, 1.85849], [-3.08599, -0.55629, -1.64437], [-2.92247, 0.01021, -3.90447], [-0.52591, -1.34924, -1.64382], [-0.52394, -0.65581, -3.27269], [-2.42371, -2.11031, -3.94488], [-0.04310, -2.75289, -4.40831], [0.08970, -3.52829, -2.82859], [-1.00668, -4.20383, -3.99823], [-1.95619, -3.35931, -1.18938], [-3.48702, -2.62223, -1.82785], [-2.86166, -4.07002, -2.52039], [-0.71759, 2.01152, -2.68532], [0.83192, 3.32155, -1.07719], [2.49828, -0.63493, 3.89745], [6.05399, -0.23359, 3.10024], [4.77163, -1.45513, 3.25377], [5.09596, -0.44362, 4.61715], [5.36885, 1.91126, 2.10870], [2.71930, 4.01282, 0.95694]],
  "nbo_charge": [-0.251, -0.542, 0.424, -0.113, 0.077, -0.720, -0.421, -0.211, -0.601, -0.609, -0.157, -0.263, 0.313, -0.271, 0.797, -0.530, -0.460, 0.255, -0.275, 0.029, -0.634, -0.288, 0.285, -0.645, 0.185, -0.524, 0.194, 0.169, 0.203, 0.185, 0.472, 0.216, 0.220, 0.180, 0.205, 0.206, 0.208, 0.211, 0.201, 0.209, 0.239, 0.227, 0.223, 0.220, 0.221, 0.227, 0.226, 0.487],
  "gap_ha": 0.3403,
  "lumo_ev": 0.661,
  "homo_energy_ev": -8.60
}



It turns out version ii is the most stable, with the second structure 3.866 eV higher.



Version i
{
  "formula": "C3H8NO",
  "method": "the ωB97M-V functional and the def2-TZVPD basis",
  "species": ["C", "C", "C", "N", "H", "H", "H", "H", "H", "H", "H", "H", "O"],
  "coordinates": [[1.39631, 0.08636, 0.37155], [2.10957, 0.71652, -0.56037], [-0.53282, -1.20185, 1.06419], [0.22612, -0.60328, 0.08476], [1.65474, 0.08430, 1.41264], [1.77604, 0.68551, -1.59159], [3.01111, 1.24181, -0.28623], [-1.32453, -1.84747, 0.73201], [-0.23058, -1.10836, 2.09137], [-0.22326, -0.25419, -0.74867], [-2.74675, 1.14235, -1.51919], [-2.73226, 0.62179, -0.08603], [-2.38368, 0.43652, -0.96442]],
  "lowdin_spin": [-0.007, 0.090, 0.587, 0.207, -0.001, 0.006, 0.008, 0.044, 0.047, 0.007, 0.000, 0.005, 0.007],
  "gap_ha": [0.2575, 0.3429],
  "s2": 0.757,
  "spin_multiplicity": 2,
  "lumo_ev": [0.780, 0.666],
  "homo_energy_ev": [-6.23, -8.67]
}



Version ii
{
  "formula": "C3H8NO",
  "method": "the ωB97M-V functional and the def2-TZVPD basis",
  "species": ["C", "C", "C", "O", "N", "H", "H", "H", "H", "H", "H", "H", "H"],
  "coordinates": [[0.32324, -0.73659, -0.87777], [-0.37093, -0.03701, 0.25513], [0.63999, 0.81739, 0.99480], [0.54484, 1.29666, 2.06795], [-0.39486, -1.59950, -1.83665], [0.29640, -0.10609, -1.80539], [1.29531, -1.17939, -0.68925], [-1.14561, -0.53677, 0.81258], [-0.44804, 1.09970, 0.14559], [1.52624, 1.06512, 0.38415], [-2.87384, 0.65176, -1.82907], [-1.40058, -1.45291, -1.72046], [-2.96640, 0.04522, -1.41050]],
  "lowdin_spin": [0.116, 0.011, 0.001, 0.002, 0.785, 0.046, 0.009, 0.001, 0.002, 0.000, 0.000, 0.028, 0.000],
  "gap_ha": [0.3716, 0.3543],
  "s2": 0.754,
  "spin_multiplicity": 2,
  "lumo_ev": [0.902, -0.060],
  "homo_energy_ev": [-9.21, -9.70]
}



It turns out version i is the most stable, with the second structure 3.261 eV higher.



Version i
{
  "formula": "C3H8NO",
  "method": "the ωB97M-V functional and the def2-TZVPD basis",
  "species": ["C", "O", "H", "H", "H", "C", "C", "N", "H", "H", "H", "H", "H"],
  "coordinates": [[0.97088, -1.86642, -1.66262], [0.10360, -0.77922, -1.67556], [1.75133, -1.80101, -0.88930], [0.45496, -2.78829, -1.36166], [1.47197, -1.98420, -2.62174], [-1.39939, 1.63534, 1.67625], [-0.15878, 1.11326, 1.62671], [0.25120, 0.35983, 0.54578], [-2.14948, 1.33272, 0.95361], [-1.67566, 2.32452, 2.45938], [0.28734, 0.80357, 2.57742], [1.16958, 0.68112, 0.22940], [-0.02706, -0.39103, -0.76324]],
  "lowdin_spin": [0.003, 0.004, 0.001, 0.000, 0.000, 0.189, 0.050, 0.700, 0.006, 0.013, 0.016, 0.016, 0.002],
  "gap_ha": [0.3762, 0.2809],
  "s2": 0.772,
  "spin_multiplicity": 2,
  "lumo_ev": [0.918, -1.665],
  "homo_energy_ev": [-9.32, -9.31]
}



Version ii
{
  "formula": "C3H8NO",
  "method": "the ωB97M-V functional and the def2-TZVPD basis",
  "species": ["C", "O", "H", "H", "H", "C", "C", "N", "H", "H", "H", "H", "H"],
  "coordinates": [[-0.79440, -0.72326, 1.72302], [-1.63868, -0.73182, 0.62714], [-1.31396, -0.89975, 2.70726], [-0.17420, -1.59283, 1.54082], [0.02711, 0.04104, 1.72173], [1.91691, 0.50599, -0.17676], [0.99777, 0.59787, -1.22482], [-0.34007, 0.53589, -1.21427], [1.83036, 1.27719, 0.56966], [2.74401, -0.11438, -0.39743], [1.36602, 0.70904, -2.28854], [-0.54220, 0.70644, -2.19423], [-1.16892, -0.30704, -0.10508]],
  "lowdin_spin": [0.012, 0.002, 0.001, 0.001, 0.008, 0.604, 0.082, 0.200, 0.028, 0.035, 0.021, 0.005, 0.000],
  "gap_ha": [0.3564, 0.2762],
  "s2": 0.768,
  "spin_multiplicity": 2,
  "lumo_ev": [0.770, -1.412],
  "homo_energy_ev": [-8.93, -8.93]
}



It turns out version ii is the most stable, with the second structure 0.160 eV higher.